The following is a DFT calculation (ωB97M-V/def2-TZVPD) of the molecule C6H8OS.

HOMO level in eV: -9.219
Energy above the lowest of the compared OMol25 structures with the same formula, charge and spin in kcal/mol: 124.2
Structure (SMILES): C#C[C@H](S)C(=O)CC
LUMO level in eV: 0.5257
Maximum force in eV/A: 8.5
Molar mass in g mol⁻¹: 128.2

Last column: Mulliken charge in e.
Cartesian coordinates (Å):
C 1.483088 -0.997679 0.570473  -0.928
C 1.412438 0.588572 0.079963  -0.484
C -0.036064 1.132018 0.595797  0.359
C -1.133489 -0.050929 0.374651  0.306
C -0.877984 -0.614288 -0.957979  -0.607
C -1.056208 -0.744704 -2.239175  -0.307
H 2.482597 -1.355224 0.159070  0.345
H 1.612907 -0.855169 1.777059  0.223
H 0.856503 -1.800438 0.098682  0.344
H 2.426829 1.131164 0.405455  0.297
H 1.199430 0.747110 -0.926684  0.364
H -1.051442 -0.902528 1.109209  0.336
H -2.870310 1.594788 1.114719  0.158
H -1.428007 -0.688974 -3.417912  0.330
O -0.071700 2.352370 0.834238  -0.519
S -2.948589 0.463911 0.422434  -0.217

Force components x, y, z for each atom (eV/Å):
3.1 1.6 0.4
-0.8 -1.8 3.6
3.2 2.4 -0.4
-0.3 0.6 1.0
-2.1 0.0 -8.3
-0.3 1.1 3.9
-0.8 0.5 0.9
-0.7 -1.2 -3.0
-0.2 1.3 1.1
-2.8 -0.9 -0.4
0.4 -0.2 -2.1
0.3 1.3 -0.4
0.4 0.3 0.2
1.6 -0.5 4.0
-1.8 -3.9 -0.2
0.6 -0.5 -0.4